Entry 1:
C36H42HfN5O3P2S3 | ωB97M-V/def2-TZVPD

Geometry as XYZ:
```
92
Properties=species:S:1:pos:R:3:forces:R:3:mulliken_charge:R:1
Hf -0.051 -0.199 0.058 -0.9 -0.5 -0.1 0.062
S -0.530 2.106 1.368 0.0 -0.5 -0.2 -0.433
P -1.704 0.638 2.170 -1.1 -0.3 0.1 0.571
C -1.062 -0.962 1.946 1.0 1.2 1.0 -0.435
P 0.432 -1.163 2.853 -0.3 -0.7 0.2 1.971
S 2.029 -0.555 1.746 -0.4 0.2 -0.4 -0.632
C 0.709 -0.455 4.511 -0.1 0.0 -0.1 0.853
C 1.028 -1.268 5.596 -0.2 0.0 0.0 -0.693
C 1.337 -0.698 6.821 0.0 0.0 0.1 -0.776
C 1.331 0.679 6.973 0.0 0.0 0.0 -0.611
C 1.032 1.494 5.890 0.0 0.0 0.0 -0.743
C 0.739 0.930 4.660 0.1 0.0 0.1 -0.112
C 0.511 -2.964 3.142 -0.1 0.1 0.0 0.256
C -0.574 -3.520 3.821 0.0 0.0 -0.1 -0.122
C -0.630 -4.882 4.063 0.0 0.0 0.0 -0.709
C 0.395 -5.706 3.613 0.0 0.0 0.0 -0.627
C 1.476 -5.160 2.940 0.0 -0.1 0.0 -0.888
C 1.540 -3.790 2.712 0.1 0.1 0.1 -0.614
C -3.277 0.647 1.239 0.0 0.1 0.1 1.090
C -3.751 1.797 0.616 0.0 0.0 0.0 -0.398
C -5.031 1.820 0.081 0.0 0.1 0.0 -0.692
C -5.847 0.704 0.184 0.0 0.0 -0.1 -0.604
C -5.377 -0.448 0.804 0.0 -0.1 0.0 -0.597
C -4.094 -0.480 1.324 0.0 0.0 0.0 -0.372
C -2.289 1.098 3.824 0.2 -0.1 0.0 1.105
C -2.688 0.081 4.684 0.0 0.0 0.0 -0.261
C -3.180 0.394 5.940 0.0 0.0 0.0 -0.647
C -3.281 1.722 6.330 0.0 0.0 0.0 -0.570
C -2.895 2.736 5.464 0.0 0.1 0.0 -0.704
C -2.397 2.428 4.208 0.1 0.0 -0.1 -0.466
H 1.037 -2.344 5.487 0.0 0.0 0.1 0.349
H 1.590 -1.337 7.657 0.0 0.0 0.0 0.438
H 1.579 1.119 7.931 0.0 0.0 0.0 0.415
H 1.041 2.571 5.996 0.0 0.0 0.0 0.464
H 0.568 1.575 3.811 0.0 0.0 -0.1 0.269
H -1.373 -2.871 4.160 0.0 0.0 0.0 0.176
H -1.471 -5.300 4.600 0.0 0.0 0.0 0.458
H 0.352 -6.771 3.797 0.0 0.0 0.0 0.399
H 2.282 -5.799 2.601 0.0 0.0 0.0 0.438
H 2.415 -3.364 2.233 0.0 0.0 0.0 0.657
H -3.119 2.674 0.552 0.0 0.0 0.0 0.359
H -5.397 2.721 -0.394 0.0 0.0 0.0 0.474
H -6.855 0.735 -0.214 0.0 0.0 0.0 0.455
H -6.018 -1.316 0.899 0.0 0.0 0.0 0.466
H -3.716 -1.369 1.816 0.0 0.0 0.0 0.361
H -2.604 -0.950 4.359 0.0 0.0 0.0 -0.012
H -3.485 -0.395 6.615 0.0 0.0 0.0 0.463
H -3.664 1.968 7.312 0.0 0.0 0.0 0.428
H -2.979 3.771 5.768 0.0 0.0 0.0 0.435
H -2.079 3.215 3.534 0.0 0.0 0.0 0.403
N 0.801 -2.515 -0.376 0.3 0.3 0.0 -0.108
C 1.735 -2.804 -1.488 0.0 0.1 -0.1 -0.748
C 2.744 -1.668 -1.655 -0.1 0.1 0.0 -0.687
C 2.057 -0.412 -2.158 0.6 -0.1 -0.4 0.345
O 2.148 -0.070 -3.317 -0.2 0.1 0.1 -0.620
O 1.346 0.251 -1.264 0.9 -0.3 -0.7 -0.412
H 1.339 -2.568 0.483 0.0 -0.1 0.1 -0.245
H 0.102 -3.247 -0.320 -0.2 0.1 0.0 0.341
H 1.163 -2.930 -2.410 0.0 0.0 0.0 0.409
H 2.277 -3.734 -1.306 -0.1 0.0 0.0 0.448
H 3.500 -1.950 -2.384 0.0 0.0 0.0 0.438
H 3.226 -1.462 -0.699 0.0 0.0 0.0 0.255
N -1.696 -1.590 -1.019 0.2 0.4 0.2 -0.363
C -2.706 -1.968 -1.439 0.1 0.0 0.0 0.208
N -3.839 -2.375 -1.927 -0.1 -0.2 0.1 0.172
C -4.118 -3.810 -2.077 0.0 -0.1 -0.2 -0.648
C -4.051 -4.168 -3.556 0.0 0.1 0.1 -0.507
O -4.955 -3.369 -4.292 0.0 0.0 0.0 -0.405
C -4.644 -1.993 -4.199 0.1 0.0 0.2 -0.580
C -4.686 -1.506 -2.754 0.0 0.1 -0.3 -0.444
H -5.127 -4.000 -1.706 0.0 0.0 0.1 0.331
H -3.403 -4.385 -1.490 0.0 0.0 0.0 0.468
H -4.348 -5.203 -3.715 0.0 0.0 0.0 0.381
H -3.026 -4.023 -3.925 0.0 0.0 0.0 0.267
H -5.388 -1.462 -4.791 0.0 0.0 0.0 0.381
H -3.646 -1.804 -4.619 -0.1 -0.1 0.0 0.294
H -5.704 -1.564 -2.367 0.0 0.0 0.1 0.272
H -4.334 -0.478 -2.683 0.0 0.0 0.1 0.387
C 0.731 3.303 -1.850 0.0 0.0 0.1 -0.771
N 0.471 2.517 -3.042 -0.1 -0.2 0.1 -0.031
C -0.450 1.561 -3.141 0.0 0.3 0.0 -0.113
S -1.570 1.226 -1.881 -0.1 0.2 0.1 -0.056
N -0.543 0.928 -4.315 0.1 -0.3 0.0 -0.148
C -1.363 -0.252 -4.526 0.1 0.0 0.1 -0.986
H 1.320 4.174 -2.130 0.0 0.0 -0.1 0.394
H 1.282 2.725 -1.108 0.0 0.0 0.0 0.165
H -0.207 3.631 -1.411 0.0 0.0 0.0 0.317
H 1.191 2.528 -3.749 0.0 0.0 0.0 0.268
H 0.261 0.997 -4.920 0.0 0.1 -0.1 0.296
H -2.351 -0.081 -4.110 0.0 0.0 -0.1 0.280
H -0.926 -1.132 -4.044 0.0 0.0 0.0 0.270
H -1.444 -0.434 -5.595 0.0 0.0 0.0 0.388
```
Forces are in eV/Å.

Output
Energy above the lowest of the compared OMol25 structures with the same formula, charge and spin ... 10.1 kcal/mol
Frontier orbital gap ... 8.05 eV
Total charge ... +1


Entry 2:
C3H7NO2 | ωB97M-V/def2-TZVPD

Geometry as XYZ:
```
13
Properties=species:S:1:pos:R:3:forces:R:3:mulliken_charge:R:1
C 1.809 0.058 0.231 1.2 0.4 -0.5 -0.748
C -0.209 -0.872 -0.309 0.9 -0.5 -0.2 -0.199
C -1.491 -0.128 -0.139 -2.3 -0.3 -1.5 0.349
H 1.360 0.513 1.169 0.6 0.0 -1.2 0.329
H 2.630 0.624 -0.284 -0.5 -0.1 1.3 0.226
H 2.204 -0.933 0.525 -0.1 0.3 -0.1 0.337
H 0.022 -1.128 0.711 0.3 0.0 0.8 0.240
H -0.355 -1.944 -0.692 0.1 1.9 -0.5 0.355
H -0.593 1.647 -0.286 -0.2 0.3 -0.1 0.241
H -2.244 1.800 0.183 -0.3 -0.2 0.0 0.250
N -1.523 1.254 -0.247 1.5 -1.3 0.2 -0.374
O 0.880 -0.066 -0.832 -1.5 -1.4 1.1 -0.399
O -2.489 -0.826 -0.031 0.2 0.7 0.6 -0.608
```
Forces are in eV/Å.

Output
Energy above the lowest of the compared OMol25 structures with the same formula, charge and spin ... 40.1 kcal/mol
SMILES ... COCC(N)=O
Frontier orbital gap ... 10.57 eV
Total charge ... 0


Entry 3:
C9H18FN2 | ωB97M-V/def2-TZVPD

Geometry as XYZ:
```
30
Properties=species:S:1:pos:R:3:forces:R:3:mulliken_charge:R:1
C 0.172 0.401 0.918 0.0 0.6 0.0 0.412
C -0.789 -1.609 -0.781 -0.8 0.2 0.4 -0.847
C -1.097 -0.109 -1.036 -0.2 -1.0 -0.7 -0.572
C 1.374 -2.321 1.105 0.0 -0.2 -0.2 -0.879
C 2.873 -1.856 -0.929 -0.2 0.1 0.1 -1.376
C -0.302 3.256 0.186 0.0 0.0 0.0 -1.455
C -2.466 2.165 0.919 0.0 -0.1 -0.1 -1.232
C 1.516 -2.355 -0.402 1.0 -0.6 0.8 0.696
C -1.299 2.133 -0.060 -0.1 0.8 0.5 0.071
N 0.507 -1.896 -1.204 0.1 0.9 -0.9 -0.277
N -0.650 0.783 0.015 0.3 -0.1 0.3 0.189
F 0.498 1.234 1.879 -0.2 -0.6 -0.6 -0.196
H -1.029 -1.859 0.261 0.0 0.0 -0.1 0.324
H -1.464 -2.142 -1.464 0.0 0.0 0.1 0.479
H -0.625 0.182 -1.980 -0.1 0.1 0.1 0.334
H -2.179 0.002 -1.132 0.1 0.1 0.1 0.448
H 0.582 -2.965 1.481 -0.1 0.0 0.0 0.371
H 2.307 -2.594 1.588 0.1 0.0 0.1 0.422
H 1.098 -1.274 1.362 0.1 0.0 0.1 0.073
H 3.688 -2.452 -0.531 0.1 -0.1 0.1 0.400
H 3.005 -0.823 -0.620 0.1 0.2 0.1 0.310
H 2.892 -1.898 -2.014 0.0 0.0 -0.1 0.386
H -0.732 4.185 -0.177 -0.1 0.1 -0.1 0.441
H -0.079 3.386 1.242 0.0 0.0 0.0 0.353
H 0.627 3.083 -0.353 0.1 0.0 -0.1 0.393
H -2.976 3.121 0.831 0.0 0.0 0.0 0.422
H -2.120 2.062 1.947 0.1 0.0 0.0 0.326
H -3.185 1.375 0.710 -0.1 0.0 0.0 0.375
H 1.526 -3.434 -0.678 -0.1 -0.2 0.0 0.241
H -1.673 2.218 -1.084 0.1 -0.2 0.1 0.369
```
Forces are in eV/Å.

Output
Energy above the lowest of the compared OMol25 structures with the same formula, charge and spin ... 62.6 kcal/mol
Frontier orbital gap (spin up / spin down) ... 5.58 / 9.05 eV
Total charge ... +1


Entry 4:
C44H79N5O14SSi | ωB97M-V/def2-TZVPD

Geometry as XYZ:
```
144
Properties=species:S:1:pos:R:3:forces:R:3:mulliken_charge:R:1
C 5.479 -2.458 3.166 0.0 -0.1 0.2 -0.899
C 6.454 -1.300 3.069 0.1 0.2 -0.1 -0.697
N 5.813 0.032 3.106 -0.4 -0.1 0.1 -0.026
C 4.554 0.161 2.476 0.0 -0.1 -0.1 0.148
C 3.432 0.421 3.268 0.0 0.1 -0.1 -0.700
C 2.169 0.537 2.726 0.2 0.0 -0.4 -1.252
C 1.999 0.332 1.359 0.6 0.1 0.2 1.055
C 3.115 0.085 0.536 0.1 0.0 0.6 0.407
C 4.424 0.021 1.081 -0.8 0.2 -0.2 0.397
C 5.651 -0.217 0.243 0.2 -0.2 0.3 -1.718
C 6.748 0.849 0.438 -0.1 0.1 -0.1 -0.332
C 7.045 1.687 -0.810 0.6 0.1 0.0 -0.927
C 6.687 3.159 -0.623 -0.1 0.1 -0.1 -0.680
S 5.798 3.849 -2.056 0.1 0.1 -0.2 -0.293
C 4.363 4.452 -1.307 -0.3 -0.1 -0.1 0.575
N 3.222 4.674 -1.872 0.3 -0.1 0.0 -0.350
N 2.387 5.186 -0.880 0.4 -0.1 0.3 -0.468
C 3.094 5.209 0.191 -0.7 0.2 -0.3 -0.058
O 4.363 4.772 0.019 -0.2 0.1 0.0 -0.144
C 2.788 -0.121 -0.914 0.0 -0.1 0.1 -0.134
O 3.522 0.167 -1.830 0.1 0.0 -0.1 -0.647
C 1.458 -0.761 -1.172 -0.3 -0.5 -0.4 0.211
C 1.337 -1.657 -2.233 -0.4 0.2 0.5 -0.879
C 0.135 -2.353 -2.424 0.3 0.3 0.1 1.797
C 0.064 -3.405 -3.504 0.5 -0.2 -0.2 -1.267
C 0.126 -2.832 -4.904 -0.6 -0.3 0.3 -0.153
N -0.910 -2.655 -5.616 0.5 0.3 0.0 -0.836
C -0.943 -2.095 -1.577 0.2 0.2 0.0 0.008
C -2.197 -2.872 -1.773 -0.7 -0.1 -0.3 -0.408
C -3.170 -2.446 -2.695 0.2 -0.3 0.4 -0.911
C -4.304 -3.224 -2.866 0.4 -0.1 0.3 -0.650
C -4.420 -4.390 -2.114 -0.6 0.2 -0.5 -0.440
C -3.432 -4.729 -1.224 0.4 0.3 0.0 -0.622
N -2.329 -3.987 -1.049 0.0 -0.1 0.0 -0.480
C -0.856 -1.160 -0.531 0.0 0.0 -0.1 0.538
C -2.063 -0.911 0.339 0.2 -0.1 0.0 -1.808
C -2.743 0.447 0.136 -0.2 -0.4 0.1 -0.417
O -4.141 0.202 -0.037 0.2 0.3 -0.1 -0.268
Si -5.248 1.387 0.299 -0.6 0.2 0.0 0.216
C -6.692 1.222 -0.884 0.4 0.2 0.1 -1.027
C -5.904 1.243 2.041 0.0 0.0 -0.1 -0.706
C -4.544 3.105 0.109 0.4 -0.2 0.2 -1.140
C 0.365 -0.513 -0.328 0.2 -0.3 -0.4 0.576
C 0.622 0.392 0.810 0.0 -0.1 0.1 -0.153
O -0.221 1.094 1.319 -0.3 0.1 0.2 -0.682
H 4.762 -2.251 3.961 -0.1 -0.1 0.0 0.226
H 4.929 -2.633 2.245 -0.1 0.1 -0.1 0.092
H 5.988 -3.382 3.429 0.1 -0.1 -0.1 0.565
H 7.142 -1.328 3.911 0.1 0.1 0.1 0.601
H 7.066 -1.369 2.173 0.1 -0.1 0.0 0.097
H 5.694 0.310 4.070 0.1 0.0 0.1 0.411
H 3.555 0.520 4.338 0.1 0.0 0.1 0.339
H 1.312 0.750 3.346 -0.1 0.0 0.0 0.530
H 5.383 -0.283 -0.798 -0.1 0.0 -0.2 0.623
H 6.048 -1.196 0.519 0.0 -0.1 -0.1 0.571
H 7.674 0.394 0.780 0.0 -0.1 0.0 0.363
H 6.460 1.526 1.239 0.0 -0.1 0.1 0.137
H 6.577 1.292 -1.708 -0.2 -0.1 0.0 0.725
H 8.120 1.652 -0.985 0.0 -0.1 -0.1 0.311
H 6.062 3.287 0.251 -0.1 0.1 0.0 0.425
H 7.576 3.764 -0.480 0.1 0.0 0.1 0.454
H 2.746 5.526 1.157 0.2 0.0 0.2 0.437
H 2.198 -1.870 -2.849 0.1 0.1 -0.1 0.627
H 0.902 -4.084 -3.344 0.1 0.0 0.0 0.364
H -0.833 -4.015 -3.445 -0.1 0.1 0.2 0.741
H 1.103 -2.589 -5.314 0.1 0.2 -0.1 0.519
H -1.723 -2.952 -5.075 -0.2 0.0 -0.1 0.289
H -3.028 -1.529 -3.250 0.0 0.1 0.0 0.695
H -5.074 -2.941 -3.568 0.0 0.0 0.0 0.476
H -5.279 -5.035 -2.235 0.0 -0.1 0.0 0.502
H -3.529 -5.638 -0.646 0.1 0.0 0.1 0.564
H -2.819 -1.652 0.104 -0.1 -0.1 0.0 0.631
H -1.796 -1.073 1.383 0.0 0.2 0.1 0.529
H -2.559 1.088 0.992 0.0 0.1 0.0 0.490
H -2.343 0.935 -0.753 0.0 0.1 -0.1 0.270
H -6.931 0.198 -1.155 -0.1 -0.1 0.0 0.312
H -6.457 1.788 -1.786 0.0 -0.1 -0.2 0.363
H -7.552 1.709 -0.425 -0.2 -0.1 0.0 0.189
H -6.848 1.786 2.070 -0.1 0.1 0.1 0.043
H -5.253 1.713 2.777 0.1 -0.1 0.1 0.373
H -6.087 0.210 2.334 0.0 -0.1 0.0 0.328
H -3.739 3.252 0.832 0.1 0.1 0.0 0.348
H -5.305 3.848 0.338 -0.1 0.1 -0.1 0.396
H -4.117 3.287 -0.875 -0.1 0.1 -0.1 0.335
C 8.925 3.479 2.546 0.0 -0.1 -0.1 -0.501
O 9.343 2.666 1.452 0.0 0.1 0.1 -0.449
H 7.898 3.202 2.773 0.0 0.0 0.0 0.148
H 9.539 3.305 3.434 0.0 0.0 0.0 0.299
H 8.957 4.543 2.297 0.0 0.0 0.0 0.260
H 10.254 2.895 1.248 0.0 0.0 0.0 0.270
C -7.550 4.069 4.383 0.0 -0.1 -0.1 -0.624
O -8.151 3.762 3.138 -0.1 0.2 -0.1 -0.488
H -6.742 4.770 4.188 0.0 0.0 0.0 0.252
H -8.258 4.538 5.073 0.0 0.0 0.0 0.311
H -7.133 3.175 4.858 0.0 0.0 0.0 0.242
H -8.854 3.124 3.305 0.1 -0.1 0.1 0.320
C -6.805 -6.759 0.090 0.2 -0.2 0.0 -0.563
O -5.941 -7.467 -0.796 -0.1 0.1 0.0 -0.489
H -7.111 -5.840 -0.404 0.0 0.0 0.0 0.205
H -7.693 -7.348 0.329 0.0 0.1 0.0 0.311
H -6.282 -6.504 1.016 -0.1 0.1 0.0 0.273
H -5.673 -8.274 -0.349 0.1 0.0 -0.1 0.286
C -8.811 0.024 4.577 0.0 0.1 0.0 -0.651
O -9.167 1.109 3.726 -0.1 -0.2 -0.2 -0.404
H -9.047 0.325 5.595 0.0 0.0 0.0 0.271
H -9.378 -0.878 4.333 0.0 0.0 0.0 0.289
H -7.743 -0.196 4.510 0.0 0.0 0.0 0.245
H -8.956 0.847 2.820 0.1 0.0 0.0 0.259
C -10.475 0.329 -0.171 0.0 0.0 0.0 -0.582
O -10.075 -0.235 1.077 0.0 0.2 0.1 -0.501
H -9.801 -0.066 -0.926 0.0 0.0 0.0 0.205
H -11.498 0.046 -0.426 0.0 0.0 0.0 0.305
H -10.394 1.419 -0.165 0.0 0.0 0.0 0.267
H -10.672 0.100 1.754 -0.1 -0.1 0.0 0.293
C -0.154 0.997 -7.186 0.0 0.0 0.0 -0.733
O 0.616 -0.196 -7.134 0.0 0.2 0.1 -0.512
H 0.368 1.686 -7.848 -0.1 0.0 0.0 0.276
H -1.157 0.829 -7.587 0.0 0.0 0.0 0.323
H -0.241 1.462 -6.199 0.0 0.0 0.0 0.299
H 0.158 -0.815 -6.555 -0.2 -0.2 -0.1 0.275
C 2.420 -4.949 0.010 -0.1 0.1 0.0 -0.459
O 1.450 -4.714 -1.005 0.0 -0.1 0.1 -0.386
H 3.396 -4.775 -0.436 0.0 0.0 0.0 0.312
H 2.295 -4.267 0.856 0.0 0.0 0.0 0.012
H 2.383 -5.978 0.377 0.0 0.0 0.0 0.302
H 0.574 -4.852 -0.628 0.0 0.1 0.0 0.197
C 1.940 -3.870 3.578 0.1 -0.2 0.0 -0.392
O 2.799 -4.997 3.440 0.0 0.1 0.0 -0.499
H 2.444 -3.028 3.108 0.0 0.0 0.0 -0.105
H 0.983 -4.031 3.075 0.0 0.1 0.0 0.366
H 1.761 -3.631 4.630 0.0 0.0 0.0 0.368
H 2.371 -5.754 3.848 0.0 0.0 0.0 0.270
C 3.892 1.607 -6.091 0.0 0.0 -0.1 -0.478
O 3.189 1.660 -7.322 0.1 0.1 0.1 -0.523
H 4.889 2.004 -6.275 0.0 0.0 0.0 0.243
H 3.413 2.217 -5.322 0.0 0.0 0.1 0.227
H 3.986 0.581 -5.721 0.0 0.0 0.0 0.228
H 2.310 1.312 -7.157 -0.1 -0.3 -0.1 0.280
C 6.555 7.529 1.349 -0.1 -0.2 0.1 -0.475
O 5.977 6.892 2.484 0.0 0.0 -0.1 -0.522
H 7.207 8.316 1.721 0.0 0.0 0.0 0.280
H 7.149 6.823 0.763 0.0 0.1 -0.1 0.166
H 5.792 7.975 0.706 0.0 0.0 0.0 0.253
H 5.405 6.189 2.162 0.0 0.0 0.0 0.297
```
Forces are in eV/Å.

Output
SMILES ... [H]/N=C\Cc1cc2c(c(CCO[Si](C)(C)C)c1-c1ccccn1)C(=O)c1ccc(NCC)c(CCCCSc3nnco3)c1C2=O.CO.CO.CO.CO.CO.CO.CO.CO.CO.CO
Frontier orbital gap ... 8.02 eV
Total charge ... 0


| no. | largest force on an atom (eV Å⁻¹) |
| --- | --- |
| 1 | 1.8 |
| 2 | 2.7 |
| 3 | 1.4 |
| 4 | 0.9 |